No. 1
Formula: C35H58BN7PdSSi
Source: OMol25
Level of theory: ωB97M-V with the def2-TZVPD basis set

Kohn-Sham gap (spin up / spin down) (eV): 8.080 / 8.080
Highest occupied orbital energy (spin up / spin down) (eV): -7.59 / -7.59

Element x y z (Å)
Pd 0.1382 0.9656 -0.1509
S -1.5058 2.7390 -0.2265
Si -3.3440 4.1394 -3.1051
N 0.5481 -0.9331 1.9646
N -0.3683 1.4054 -2.0099
N -0.9905 -1.1715 -0.2705
N 2.3331 -0.9774 0.2347
N 2.1106 0.1870 -0.4397
N 0.0207 -2.0715 -0.2173
N 0.3494 0.3991 1.7978
C -3.1038 -0.7850 -1.4387
C -0.2270 -3.0840 -1.0851
C -3.9324 -0.6121 -0.1650
C -4.8980 3.2658 -3.7053
C -2.8150 5.4432 -4.3531
C 3.2945 0.7567 -0.6644
C 2.0185 -3.8304 -1.8981
C 0.6624 -4.2663 -1.3442
C -1.8709 -1.5992 -1.1594
C -0.0555 0.8048 -3.1553
C -0.6629 1.2054 -4.3268
C 3.5718 2.0905 -1.3121
C -1.4357 -2.8176 -1.7015
C 0.1681 -1.2913 3.2029
C -1.3071 2.3605 -1.9173
C 0.7844 -2.7868 5.1068
C -1.9812 2.5294 3.2764
C -3.6666 4.9450 -1.4465
C -0.2691 -0.1520 3.8574
C 0.1724 -2.7018 3.7099
C 0.7710 -5.2059 -0.1413
C 4.3430 -2.1465 1.3350
C 0.2911 2.9172 4.3001
C 4.3479 2.9733 -0.3260
C -1.6078 2.2258 -4.2558
C -1.2548 -3.2548 3.6998
C -1.9720 2.8323 -3.0590
C 3.9253 -2.0009 2.8011
C 2.3732 2.8624 -1.8449
C -0.1438 0.8857 2.9330
C -0.4744 2.3345 3.1122
C 4.2749 -3.6002 0.8721
C 3.6562 -1.1288 0.4585
C 4.2980 -0.0631 -0.1343
C -3.9313 -1.3790 -2.5712
B 1.1403 -1.7834 0.8149
H -4.2776 -1.5817 0.2015
H -2.6492 5.0205 -5.3448
H -2.7670 0.2127 -1.7426
H -2.0852 2.5435 -5.1772
H 0.0779 3.9819 4.4035
H 4.9155 -4.2116 1.5095
H 1.7918 -2.3709 5.1294
H -4.0003 4.2275 -0.6996
H -4.8058 0.0137 -0.3557
H 4.2347 1.8818 -2.1607
H 4.6301 3.9111 -0.8058
H -5.1855 2.4706 -3.0163
H 1.5781 -2.7954 1.2503
H -1.2642 -4.2942 4.0316
H -2.5218 2.1325 2.4172
H 0.0021 2.4252 5.2307
H -2.7815 5.4426 -1.0531
H 5.2538 2.4924 0.0380
H 1.6098 3.0156 -1.0769
H -2.2211 3.5892 3.3738
H 1.2159 -4.7108 0.7198
H -0.2168 -5.5613 0.1538
H -1.8896 5.9268 -4.0387
H -1.9189 -3.4329 -2.4408
H -3.3435 -1.4848 -3.4843
H -4.4505 5.6950 -1.5756
H 3.2650 -4.0002 0.9336
H 4.6198 -3.7060 -0.1565
H -2.3410 2.0166 4.1709
H -0.4106 0.7330 -5.2649
H -0.6236 -0.0832 4.8705
H -3.3337 -0.1439 0.6159
H 2.9018 -2.3368 2.9554
H 0.1553 -4.8271 -2.1361
H -1.8938 -2.6777 4.3705
H -3.5799 6.2157 -4.4481
H -4.3114 -2.3659 -2.2974
H 4.5766 -2.6042 3.4357
H 3.9915 -0.9623 3.1264
H -1.6850 -3.2051 2.6989
H 1.3667 2.7919 4.1733
H 0.7667 -3.3083 3.0244
H 1.3870 -6.0720 -0.3894
H 0.6841 0.0163 -3.0962
H 1.9080 2.3644 -2.6926
H -4.7566 2.8168 -4.6896
H -4.7895 -0.7428 -2.7913
H -5.7330 3.9648 -3.7767
H 0.8307 -3.8247 5.4380
H 5.3955 -1.8508 1.2776
H 5.3591 0.1142 -0.1393
H 2.7117 3.8419 -2.1868
H 2.5194 -3.1356 -1.2286
H 1.8912 -3.3270 -2.8577
H 0.1779 -2.2349 5.8269
H 2.6715 -4.6922 -2.0466
H -0.1490 2.8518 2.2040
H 3.7215 3.2090 0.5368


No. 2
Formula: C7H8O
Source: OMol25
Level of theory: ωB97M-V with the def2-TZVPD basis set

Kohn-Sham gap (eV): 8.041
Highest occupied orbital energy (eV): -7.41
Energy above the lowest of the compared OMol25 structures with the same formula, charge and spin (kcal/mol): 206.2

Element x y z (Å)
O -1.1316 0.1845 -1.0057
C -2.0683 0.9256 -0.0627
C -0.5824 0.7876 0.4986
C -0.4702 -0.6236 0.9738
C -0.8384 -1.0320 -0.4315
C 0.5636 1.4232 0.1289
C 1.3951 0.1985 -0.4831
C 0.6527 -1.0139 -0.0470
H 1.0200 1.6861 1.0309
H 1.6478 0.0366 -1.6594
H -1.3789 -1.9992 -0.7430
H -2.5180 -0.0437 0.2366
H 0.6704 2.4711 -0.4226
H 2.4369 0.1789 -0.0872
H 1.1823 -1.8717 0.1323
H -0.5811 -1.3081 1.9411


No. 3
Formula: C6H11N4
Source: OMol25
Level of theory: ωB97M-V with the def2-TZVPD basis set

Charge: +1
Kohn-Sham gap (eV): 11.484
Highest occupied orbital energy (eV): -14.13
Energy above the lowest of the compared OMol25 structures with the same formula, charge and spin (kcal/mol): 65.5

Element x y z (Å)
N -0.4679 0.2834 1.7163
N 0.8810 0.0825 3.3410
N 0.0126 -0.4970 2.6193
N -1.9498 -0.0197 -0.2767
C 0.8719 -0.2555 -2.6419
C 0.1113 -0.3447 -1.3825
C 1.0378 1.4210 2.9449
C 0.1460 1.5166 1.8504
C 0.2876 -1.5701 -2.2631
C -1.2646 -0.0720 -1.3640
H 0.4007 0.2429 -3.4395
H -2.9717 0.1069 -0.3660
H -0.7202 -1.8005 -2.7173
H 1.6984 2.2011 3.4094
H 1.8954 -0.2288 -2.5452
H -1.7307 0.1693 -2.3708
H 0.8650 -2.3625 -1.9483
H 0.1050 2.2594 0.9974
H -1.1909 -0.1536 0.7865
H 0.6082 -0.4730 -0.4153
H 1.3748 -0.5057 4.0655


No. 4
Formula: C15H25AlBeBrN2O5S
Source: OMol25
Level of theory: ωB97M-V with the def2-TZVPD basis set

Charge: +3
Kohn-Sham gap (eV): 2.294
Highest occupied orbital energy (eV): -16.29

Element x y z (Å)
Br 6.6917 0.2539 4.6003
S 2.9864 1.4629 2.3523
Al 5.4987 0.5494 -0.9452
O -2.9821 -0.8684 -4.2616
O 1.9072 -2.3946 1.6303
O 2.0825 2.3097 1.6508
O 2.5540 0.5186 3.3288
O -1.3481 -2.1705 -3.6678
N -1.1134 -0.0406 -3.0040
N -0.5941 -0.6643 -1.8108
C 5.4681 1.1569 1.3256
C -4.0555 0.0239 -2.3449
C 4.0347 0.5624 1.1382
C -4.5840 1.0536 -1.5733
C -1.8016 -1.0734 -3.6624
C -3.8278 -2.7127 0.1217
C 4.3089 2.4484 3.0695
C 0.0390 -0.5003 0.4685
C -4.6445 -0.3673 0.3441
C -3.7212 0.2478 -3.7949
C -4.8933 0.8576 -0.2411
C -0.2271 0.3163 -0.8021
C -3.8225 -1.2012 -1.7761
C 5.5701 1.6740 2.7691
C -4.1123 -1.3920 -0.4270
Be -1.0702 -2.8324 0.6514
H -1.7132 0.7128 -2.6715
H -0.6068 -1.3817 0.4576
H -4.6276 0.3016 -4.3910
H -1.0693 0.9747 -0.5570
H 1.0896 -0.7788 0.5791
H 5.6287 2.0244 0.6583
H 6.4573 2.2824 2.9152
H -3.3947 -2.0089 -2.3486
H 5.6232 0.7119 3.5148
H 6.2524 0.4156 1.1139
H -4.7454 2.0148 -2.0374
H -5.3056 1.6487 0.3596
H -1.3958 -1.1587 -1.4051
H 4.1184 2.5858 4.1349
H 4.0029 -0.5003 1.3899
H 0.6287 0.8878 -1.1436
H -4.2086 -3.4629 -0.5683
H -4.2252 -2.8704 1.1168
H -0.2688 0.1181 1.3078
H -3.2366 1.2118 -3.9328
H 2.1983 -1.6614 2.1984
H -4.8582 -0.5169 1.3892
H 4.3326 3.4189 2.5636
H 3.6160 0.7124 0.1388
H -2.6361 -2.8992 0.0781


No. 5
Formula: C7H7F5LaN4OSe3Te
Source: OMol25
Level of theory: ωB97M-V with the def2-TZVPD basis set

Charge: -1
Kohn-Sham gap (eV): 6.622
Highest occupied orbital energy (eV): -4.45
Energy above the lowest of the compared OMol25 structures with the same formula, charge and spin (kcal/mol): 0.0

Element x y z (Å)
La 2.2186 0.2531 -0.8136
Te 3.4333 2.6249 -3.1831
Se 5.2758 -0.5059 -1.3530
Se 1.3997 2.7602 -1.8083
Se 4.8946 1.8017 -1.2334
F 2.5274 -1.0123 2.1846
F 0.0871 1.2219 2.0135
F 2.0271 2.2118 1.8282
F 1.0268 -0.4787 3.6133
F 2.8630 0.5454 3.5988
O 0.5989 -2.0529 0.7811
N -2.3978 -0.4927 -0.0397
N -1.6992 1.0731 -1.6782
N -0.2516 -0.2184 -0.3170
N 1.5142 -1.2713 -2.5576
C -0.3112 -1.3509 0.4084
C -1.8191 -1.5485 0.7000
C 1.9242 0.0581 2.7855
C -3.8168 -0.3719 -0.1793
C 0.6659 -1.8917 -3.0687
C -1.4327 0.1648 -0.7018
C 1.3525 0.9810 1.7027
H -2.1625 -2.5886 0.3887
H -4.1579 -1.0492 -0.9198
H -4.3192 -0.5838 0.7923
H -0.8506 1.4858 -2.0618
H -4.0154 0.6818 -0.5010
H -2.5401 0.9402 -2.1544
H -2.0348 -1.3871 1.7737


No. 6
Formula: C14H32N6O7Sn
Source: OMol25
Level of theory: ωB97M-V with the def2-TZVPD basis set

Kohn-Sham gap (spin up / spin down) (eV): 5.113 / 4.522
Highest occupied orbital energy (spin up / spin down) (eV): -5.64 / -4.89
Energy above the lowest of the compared OMol25 structures with the same formula, charge and spin (kcal/mol): 24.7

Element x y z (Å)
Sn 0.0422 0.3003 -1.8356
O -2.0745 -1.7826 -0.7869
O 0.2015 -0.5108 1.2413
O -0.9547 -0.6460 -5.0097
O 2.3363 2.0059 -1.2922
O 2.8626 -0.5606 -1.8707
O 0.5967 0.8118 -3.7066
O -2.5854 0.5387 -0.1206
N -0.7884 -0.3944 3.3194
N -1.4930 1.1353 -0.6197
N 1.3590 0.4858 2.9607
N 1.0051 1.8244 -1.0608
N -0.9222 -1.5786 -1.3661
N 1.6244 -0.9607 -1.8162
C -0.5631 -3.9869 -1.2244
C -1.9560 2.9368 0.9639
C -0.0691 -2.6323 -1.5331
C 0.9157 3.9085 0.1112
C -2.2825 -0.5009 -4.6274
C 1.8376 0.1999 4.3014
C 1.2706 -2.2766 -1.8137
C -1.0852 2.3009 -0.0688
C 0.2446 2.7111 -0.3955
C -1.1395 0.5929 4.3437
C 0.2572 -0.1725 2.4400
C 2.3848 -3.1991 -1.9886
C -1.8763 -1.2855 2.9280
C 2.3914 0.8250 2.0142
H -1.6555 -1.6945 1.9442
H -2.8231 -0.7373 2.9012
H -0.3056 1.2833 4.4748
H 1.0423 -0.2750 4.8883
H 0.5068 1.7588 -3.9484
H -0.6436 -4.1539 -0.1484
H -2.7909 3.4896 0.5041
H -0.6926 -0.9888 -5.8783
H 0.1197 -4.7356 -1.6066
H 1.6382 4.2555 -0.6253
H -2.8882 -0.0355 -5.3803
H 2.0409 1.6107 1.3251
H -0.2144 0.0664 -4.5646
H 3.2851 -2.7622 -1.5621
H -1.3643 3.6554 1.5383
H -2.0373 1.1540 4.0454
H -1.3521 0.0783 5.2900
H 1.4354 3.6429 1.0328
H 3.2641 1.2034 2.5657
H 2.6267 1.1322 -1.7188
H 2.1466 1.1376 4.7930
H 2.1716 -4.1452 -1.5066
H 2.7164 -0.4720 4.2721
H 0.2007 4.7027 0.3177
H -1.5393 -4.1944 -1.6581
H -1.9571 -2.0925 3.6649
H -2.2067 0.2151 -3.7980
H 2.5811 -3.3856 -3.0480
H 2.7035 -0.0437 1.4014
H -2.7097 -1.4654 -4.2607
H -2.3931 2.2139 1.6695
H -2.4454 -0.5083 -0.4114